C12H12N3O8P2Ti as an isolated structure. Source: OMol25; level of theory: the ωB97M-V functional and the def2-TZVPD basis.

Each line ends with the Löwdin charge.
Positions of all 38 atoms, in Å:
Ti1 0.496 0.009 -0.379  1.11
O1 -2.341 2.943 -0.686  0.07
C1 -1.313 2.291 -0.623  -0.47
N1 -1.089 1.019 -1.007  -0.09
C2 -2.224 0.160 -1.273  -0.13
C3 -2.154 -1.020 -0.330  -0.24
C4 -3.061 -2.070 -0.395  0.01
C5 -2.984 -3.079 0.538  -0.03
C6 -2.003 -3.027 1.524  -0.03
C7 -1.110 -1.986 1.497  -0.10
N2 -1.177 -0.995 0.590  0.03
C8 -0.055 2.906 -0.029  -0.16
C9 0.059 4.266 0.167  0.02
C10 1.251 4.753 0.683  -0.03
C11 2.274 3.869 0.985  -0.03
C12 2.073 2.515 0.771  -0.09
N3 0.925 2.044 0.282  0.03
H1 -2.217 -0.201 -2.304  0.14
H2 -3.165 0.693 -1.107  0.13
H3 -3.803 -2.079 -1.182  0.13
H4 -3.675 -3.910 0.501  0.12
H5 -1.907 -3.799 2.272  0.11
H6 -0.290 -1.927 2.198  0.11
H7 -0.780 4.896 -0.091  0.13
H8 1.384 5.815 0.842  0.12
H9 3.222 4.207 1.379  0.11
H10 2.841 1.784 0.987  0.11
O2 1.826 -0.652 1.592  -0.18
P1 2.705 -1.358 0.388  0.21
O3 3.946 -1.949 0.862  -0.23
O4 2.579 -0.241 -0.639  -0.35
O5 1.574 -2.429 -0.094  -0.29
P2 0.922 -2.593 -1.616  0.25
O6 2.174 -2.901 -2.540  -0.08
O7 -0.055 -3.673 -1.595  -0.23
O8 0.444 -1.157 -1.936  -0.35
H11 2.000 -1.010 2.469  0.10
H12 2.707 -2.112 -2.701  0.09

As for the expectation value of S²: 0.752. The largest force on an atom comes out at 0.6 eV/A. The relative energy (zero: lowest compared OMol25 entry of this formula, charge and spin) comes out at 0.0 kcal/mol. The calculation puts the frontier orbital gap (spin up / spin down) at 0.2850 / 0.3356 hartree. The spin multiplicity is 2. The calculation puts the electronic energy at -2763.296593 hartree. The calculation puts the LUMO energy (spin up / spin down) at -0.02495 / -0.02327 Ha.